# 1
{
  "formula": "C48H52Br2N5O5PTm",
  "method": "ωB97M-V with the def2-TZVPD basis set",
  "symbols": ["Br", "H", "N", "C", "H", "C", "C", "C", "H", "C", "H", "C", "C", "H", "H", "C", "C", "H", "C", "H", "H", "O", "H", "H", "C", "H", "C", "H", "C", "H", "C", "H", "O", "C", "C", "H", "C", "C", "C", "H", "H", "C", "H", "C", "C", "C", "C", "C", "C", "H", "C", "H", "H", "H", "H", "H", "H", "C", "Br", "C", "N", "H", "H", "H", "P", "H", "C", "C", "C", "H", "C", "O", "C", "C", "H", "C", "H", "H", "H", "H", "H", "C", "H", "C", "C", "H", "Tm", "H", "C", "H", "C", "C", "H", "N", "H", "O", "H", "C", "H", "C", "N", "C", "H", "H", "H", "H", "C", "H", "H", "O", "C", "N", "C", "H"],
  "positions_angstrom": [[-7.0066, 2.7883, 2.3112], [-2.7108, -2.7159, -4.1032], [-4.8194, -0.7587, -4.5381], [-5.2557, -1.6278, -5.6827], [7.9420, 8.8771, 2.6509], [2.3990, 3.0726, -4.7787], [-4.5642, 2.2347, 4.0919], [3.2382, -3.4461, -0.2735], [4.6997, -4.4287, 0.9499], [-3.0175, 1.8448, 0.6203], [-4.3923, 1.2719, -4.5828], [-3.5340, -2.5342, -3.3410], [2.8563, -1.2200, 1.6393], [3.9511, 2.3605, 2.7755], [-4.5398, -2.3692, -6.0370], [-1.0170, -4.2071, 2.6235], [1.6423, 2.2937, -3.9584], [2.8005, -4.7840, 2.8413], [1.2293, -3.6133, 2.1003], [8.9529, 5.0958, 1.8493], [6.3214, 5.3887, 2.5212], [-0.2628, -1.5750, -0.3052], [3.5849, -0.6802, -0.3580], [6.2290, 7.0276, 1.6623], [-4.2260, -2.6887, 0.0270], [-5.4508, -4.9223, -0.3615], [-0.1324, -3.2743, 2.1062], [-5.7682, 0.8180, -3.6175], [8.5420, 8.0410, 2.2812], [1.9210, -1.3415, 3.5236], [2.4952, -0.7204, 2.8909], [-5.8249, 3.8110, -0.0788], [-3.6050, -1.6068, 0.3079], [0.0429, 1.8052, -5.7637], [0.8613, 2.5831, -6.5850], [-0.3869, 0.6812, 4.4115], [8.0470, 6.7377, 3.0147], [-6.1203, -2.1627, 1.5124], [6.6086, 6.5286, 2.6220], [9.6114, 8.1368, 2.3828], [-2.1229, -4.0484, 2.5984], [-4.3404, 2.3219, 2.6621], [2.0149, 2.0118, -2.9898], [2.9073, -3.0169, -1.6141], [-3.5670, -3.6054, -0.9971], [2.9752, 0.5619, 3.2796], [3.7006, -3.4548, -2.7571], [3.5758, 1.3959, 2.3875], [4.4365, -4.1910, -0.0770], [4.1105, 1.6833, 0.3068], [4.7296, -4.3245, -2.4960], [9.9923, 5.7729, 3.0511], [3.4079, -3.0891, -3.7843], [-0.4972, -2.3802, 1.5839], [5.2821, -4.7971, -3.3435], [8.6188, 4.7442, 3.5396], [-5.6032, -1.1630, 1.5330], [-5.2634, 2.8098, 1.7780], [-3.4653, 2.9538, -2.0230], [-2.3859, 1.2782, 4.2127], [-0.9821, 0.2604, -2.8029], [2.5757, 3.8654, -6.7727], [-1.0537, 1.2955, 5.9394], [-6.1754, -2.2098, -5.3950], [2.2390, -2.7867, 0.9715], [3.2565, 3.5740, -4.5091], [-5.0629, 3.1854, 0.4317], [3.4124, -0.3196, 0.6834], [-3.1244, 1.8080, 2.0876], [-4.2643, -3.2990, -3.5068], [5.2062, -4.5350, -1.1725], [-3.7004, -0.1849, -2.6299], [-1.2558, 0.6952, 5.0181], [-0.5519, -5.3677, 3.2597], [6.1307, -5.0704, -1.0269], [-0.3411, 0.8688, -3.5869], [-1.5013, -0.3290, 5.4157], [2.7332, 0.8985, 4.3195], [1.2616, -1.7511, -2.4222], [8.2997, 7.9025, 1.2049], [0.5724, 2.7400, -7.6436], [3.7320, 0.9611, 1.0494], [-7.1072, -1.9189, 1.0996], [0.4667, 1.6588, -4.4134], [-5.9809, -4.3736, 0.4392], [8.1083, 6.9504, 4.1105], [-2.1321, -0.7830, -1.0941], [6.0071, 6.8784, 3.4900], [1.7183, -2.2063, -1.5489], [-5.5029, -0.9924, -6.5094], [1.9958, 3.2241, -6.1136], [-4.0822, -1.1041, -3.4763], [-5.7903, 0.8485, -5.4891], [1.0760, -2.0697, -0.3749], [1.1164, -6.3204, 4.2185], [-2.9487, -2.7085, -1.9983], [-0.8383, 1.3571, -6.2088], [-3.6346, 1.6515, 4.8604], [-1.2415, -6.0578, 3.6486], [8.9421, 5.5280, 2.8522], [-2.1598, 1.2862, 2.9315], [1.7216, -4.7158, 2.8449], [-4.1608, -4.4433, -1.4919], [-6.2675, -2.5852, 2.5795], [-5.9403, -4.9221, 1.3730], [-3.6624, 1.4232, 5.8863], [0.8417, -5.5695, 3.4684], [-5.4963, 2.6989, 4.4920], [-2.6711, -4.1462, -0.6253], [-2.1265, 1.0752, 0.0810], [-5.2480, 0.6112, -4.5687], [-5.4112, -2.9916, 0.5481], [-3.8851, 2.6651, -0.1953], [-6.9603, -4.3346, 0.0689]],
  "homo_ha": [-0.2738, -0.2246],
  "homo_lumo_gap_ev": [5.14, 3.56],
  "lumo_ev": [-2.3, -2.5],
  "multiplicity": 3,
  "charge": 1
}

# 2
{
  "formula": "C5H10N4",
  "method": "ωB97M-V with the def2-TZVPD basis set",
  "symbols": ["H", "C", "C", "H", "H", "N", "H", "H", "C", "C", "H", "H", "N", "H", "N", "C", "H", "H", "N"],
  "positions_angstrom": [[-1.3729, 3.0741, 1.2519], [-0.9798, 1.0848, 0.5061], [-1.9448, 2.2145, 0.7137], [-2.3745, 2.4946, -0.2529], [1.4463, -2.0387, -0.7920], [-0.1327, 1.0230, -0.6523], [-2.7212, 1.8549, 1.4401], [-0.6372, -2.5988, 2.3393], [1.2795, -1.1679, -0.2115], [0.3597, -1.5401, 0.8568], [2.0430, -0.4758, -2.5263], [0.9024, 0.7307, -2.9174], [-1.0679, 0.1762, 1.3145], [-0.0338, 1.8296, -1.2298], [0.1562, -2.5083, 1.6156], [0.7706, 0.0383, -1.0166], [2.3772, -1.0010, 0.2254], [0.5725, -3.3851, 1.5134], [1.3574, 0.1952, -2.1780]],
  "homo_ha": [-0.6754, -0.6725],
  "e_above_lowest_kj_mol": 285.5,
  "homo_lumo_gap_ev": [9.43, 9.01],
  "lumo_ev": [-8.9, -9.3],
  "charge": 2
}

# 3
{
  "formula": "C27H57N5O11TlV",
  "method": "ωB97M-V with the def2-TZVPD basis set",
  "symbols": ["H", "H", "C", "H", "C", "H", "H", "C", "H", "N", "H", "H", "H", "H", "C", "H", "N", "H", "H", "H", "N", "H", "H", "H", "H", "C", "C", "H", "C", "O", "H", "O", "H", "O", "H", "V", "H", "C", "H", "Tl", "H", "H", "H", "C", "H", "H", "N", "H", "H", "C", "C", "N", "C", "O", "O", "C", "H", "H", "H", "H", "H", "O", "O", "H", "C", "H", "C", "C", "H", "C", "H", "H", "C", "H", "H", "H", "O", "C", "H", "H", "O", "H", "C", "H", "H", "O", "C", "H", "C", "H", "H", "H", "O", "C", "C", "C", "C", "H", "H", "C", "H", "H"],
  "positions_angstrom": [[-14.5432, 4.5984, -18.1009], [-9.8027, 1.4847, -10.0552], [-13.9455, 0.1577, -13.8194], [-10.1126, 0.0666, -11.0444], [-14.4691, 4.3578, -20.3534], [-12.1670, 3.8064, -11.6752], [-12.9054, -1.5420, -12.1445], [-17.9838, -0.7819, -18.2305], [-15.4053, -1.5708, -16.9459], [-13.1785, 0.1129, -18.3407], [-16.8247, 0.2378, -16.6870], [-19.0459, 1.0329, -17.7091], [-12.8238, 3.0766, -21.3084], [-17.3649, 5.8133, -23.0572], [-13.4312, 2.3898, -10.7532], [-15.9384, 6.5568, -23.5661], [-11.8416, 1.0341, -12.7555], [-16.1922, 2.7749, -23.5893], [-18.1699, -0.5720, -16.0700], [-16.4222, 1.5115, -21.2657], [-10.6220, -2.5002, -17.1355], [-14.7991, 2.4203, -19.4972], [-12.2802, 4.6867, -20.7866], [-13.5912, 3.7286, -23.1919], [-15.7151, -2.7981, -18.9097], [-10.5573, 0.9858, -10.6632], [-16.3554, -1.7833, -16.4558], [-13.6947, 1.0118, -14.4484], [-16.3040, -3.6971, -19.0917], [-11.1105, 0.1064, -13.4426], [-13.4902, 1.6638, -9.9423], [-11.0089, -1.4087, -16.7136], [-18.5096, -5.1716, -19.0310], [-19.0888, -2.3171, -19.6824], [-17.3610, 3.5101, -22.5355], [-12.1290, -2.5010, -20.2203], [-14.4600, 2.4535, -12.5643], [-15.7306, 2.3094, -21.5364], [-9.4035, 2.1474, -12.9418], [-10.8231, 1.4936, -16.2573], [-19.6454, 0.2706, -19.1606], [-16.7227, 5.1856, -24.5030], [-13.7762, 5.2743, -23.9050], [-11.1364, 1.8762, -11.7334], [-11.3291, 0.6531, -9.9691], [-14.4311, -0.9072, -11.3455], [-15.0793, 5.1229, -21.3795], [-16.6143, -3.7686, -20.1341], [-13.0189, -0.6698, -10.6325], [-15.5045, 4.5985, -22.7222], [-14.6036, 5.1567, -19.0351], [-18.3260, -2.1422, -18.5891], [-16.3011, 3.2721, -22.6254], [-13.3744, 0.1250, -17.1385], [-13.1821, -3.6704, -20.1027], [-16.4136, 5.5763, -23.5335], [-15.0998, 1.2256, -11.5420], [-20.1552, -0.3913, -17.6129], [-15.9520, -0.5478, -19.1748], [-9.5255, 3.3210, -11.6338], [-16.2090, 3.2773, -19.5660], [-11.4016, -3.1320, -17.8824], [-12.4987, -1.7696, -21.5582], [-14.8752, 1.7640, -21.9349], [-18.4888, -4.6296, -18.0856], [-10.5342, 3.4727, -13.1320], [-10.0937, 2.7948, -12.4009], [-17.5314, -3.3750, -18.1872], [-17.7797, -3.2898, -16.0914], [-14.3362, 4.3718, -23.6603], [-14.4817, 3.7586, -24.5496], [-17.3286, -0.3909, -20.3078], [-14.1588, 1.6521, -11.8896], [-16.8722, 0.8796, -19.1003], [-13.5524, -0.7802, -14.2118], [-16.2101, -3.9399, -16.3912], [-9.5137, -2.9236, -16.9259], [-16.9154, -3.1893, -16.7479], [-14.1241, 3.1886, -10.4887], [-10.9287, -0.5539, -12.7700], [-12.4271, 1.0247, -18.7178], [-12.5978, 3.3867, -19.6509], [-13.2672, 0.5722, -12.4635], [-11.6829, 3.3993, -10.1154], [-15.0218, 0.1373, -13.6487], [-13.2098, -0.9339, -19.0236], [-12.9568, 3.8616, -20.5640], [-15.6850, -4.5370, -18.7762], [-16.9734, -0.1876, -19.2976], [-20.0137, -2.2130, -19.4472], [-16.0424, -1.7046, -15.4147], [-14.0722, 6.1046, -18.9500], [-14.4486, 6.3776, -21.5405], [-13.4042, -0.7076, -11.6514], [-15.3547, 3.0408, -20.2004], [-19.3198, 0.0698, -18.1399], [-12.0764, 2.9388, -11.0216], [-15.1817, 6.9702, -21.3589], [-15.6096, 5.5730, -18.9807], [-17.3639, -0.7037, -16.7920], [-19.4665, -4.2335, -17.8113], [-18.2244, -5.2419, -17.2234]],
  "homo_ha": -0.4677,
  "e_above_lowest_kj_mol": 393.9,
  "homo_lumo_gap_ev": 1.53,
  "lumo_ev": -11.2,
  "charge": 2
}

Number 1: total energy -9084.4647 Ha, F_max 5.25 eV Å⁻¹. Number 2: total energy -414.7780 Ha, F_max 5.12 eV Å⁻¹. Number 3: total energy -3279.6579 Ha, F_max 6.15 eV Å⁻¹.